# 1
Entry from the OMol25 dataset: a molecular structure, C10H15BrF2N (wB97M-V/def2-TZVPD).

```
29
Properties=species:S:1:pos:R:3:forces:R:3:mulliken_charge:R:1
N 0.53974 -0.50228 -0.36916 0.1 -0.7 0.1 0.246
C -3.49978 1.62079 0.73787 -0.6 -2.5 2.5 -0.839
H 0.85794 -2.49388 -0.31605 -0.3 -0.6 0.0 0.505
C 2.31415 -0.99085 1.29981 2.3 -1.8 1.2 -0.884
F -2.27691 -1.41406 -0.92752 -0.1 -0.7 -0.2 -0.373
H -0.47342 0.12937 1.26691 -0.4 0.4 0.4 0.497
H -3.46981 3.44815 -0.20902 -0.8 1.1 0.1 0.499
C -3.15480 0.11245 0.64594 -1.5 1.9 0.4 0.184
H 3.19904 -0.56906 1.97164 -1.9 -0.6 -1.8 0.341
H 1.55275 -1.36360 2.05339 0.6 0.6 -1.1 0.261
C 0.82868 -1.73508 -1.07987 2.6 -1.5 -0.5 -0.994
C -1.98944 -0.23481 -0.24923 0.4 0.3 -2.7 2.188
C -0.70022 -0.57581 0.48236 0.4 1.2 1.3 -1.574
H 0.45269 0.23525 -1.00542 -1.2 1.4 -1.7 0.295
H 1.91578 0.90206 0.49356 -1.0 1.8 0.5 0.522
H 2.49745 -0.11088 -0.68249 0.2 -0.2 0.2 0.577
Br -4.95169 -0.42885 0.04267 0.5 -1.0 -0.3 -0.011
C -1.83146 0.80347 -1.39272 -1.6 1.4 -0.1 -0.976
C 1.84449 -0.09644 0.18956 1.2 -0.1 1.4 -0.824
H 1.89163 -1.75380 -1.52845 -1.8 0.4 0.6 0.346
H -4.16630 1.73047 1.67272 1.4 0.7 -1.6 0.364
C -3.27004 2.41714 -0.26647 1.4 1.1 -2.2 -0.332
H 0.16232 -1.96543 -1.85503 -1.3 -0.2 -0.8 0.339
H -0.86006 -1.52916 0.97876 0.5 -0.3 -0.3 0.372
H 2.74814 -1.87720 0.73640 -0.4 0.6 1.4 0.305
F -2.97638 -0.41416 1.89320 0.3 -0.1 0.0 -0.351
H -1.42348 0.59986 -2.36572 0.9 -1.3 0.1 0.426
C -2.50967 1.98102 -1.50505 0.8 -2.8 4.1 -0.592
H -2.25058 2.48534 -2.38451 -0.6 1.4 -0.9 0.482
```
Forces are in eV/Å.

The value obtained for the HOMO-LUMO gap is 9.003 eV. As for the charge: +1. Its relative energy (zero: lowest compared OMol25 entry of this formula, charge and spin) is 0.0 kcal per mole. The highest occupied orbital energy comes out at -12.35 eV. The molar mass comes out at 267.137 Da.


# 2
Entry from the OMol25 dataset: a molecular structure, C10H15CaF5GaN2O2 (wB97M-V/def2-TZVPD).

```
36
Properties=species:S:1:pos:R:3:forces:R:3:mulliken_charge:R:1
Ga -0.17134 0.49459 -1.32302 1.0 -2.0 0.3 0.334
C 0.90284 -2.68991 -1.99531 0.3 -1.0 -0.5 -0.726
H -1.06934 0.23736 2.54325 -1.8 1.7 1.0 0.255
H -2.93953 0.61339 2.99242 2.5 0.9 -0.1 0.266
H 1.46333 -1.73216 -2.37945 -1.2 -1.7 1.1 0.275
H -1.38151 -1.41904 0.11939 0.5 0.1 -2.4 0.236
H -0.68651 3.25330 3.89710 -1.8 0.7 -1.0 0.416
H -1.30687 4.45840 2.55704 -1.1 -1.2 1.2 -0.118
O 2.19170 2.68343 -3.51379 -8.1 -5.0 1.5 -0.561
H -2.59702 3.70034 3.83977 2.3 -0.3 -1.7 0.342
C 1.61577 -3.30645 -0.61344 -1.9 -1.2 -1.4 0.730
N 0.25565 0.80748 -3.22542 5.3 8.3 -0.5 -0.349
H -1.10089 -3.50217 -1.27273 0.9 1.9 -1.4 0.293
C -0.65910 2.31493 1.18652 0.8 -0.1 -2.2 -0.022
H 1.10287 -3.52695 -2.82269 -0.2 1.7 2.0 0.383
H 1.26564 0.30680 -0.59274 -0.3 0.4 0.0 -0.232
F 3.99287 -4.06863 -1.41782 -2.7 3.8 3.0 -0.234
F 3.66750 -3.20379 0.84482 -0.9 0.4 -4.8 -0.248
C 1.10951 1.89913 -3.32256 2.4 -3.1 -0.8 0.537
H -1.51187 1.24724 4.12299 -0.6 -0.6 -2.3 0.321
C -1.05381 2.16369 -0.41599 -1.7 2.1 3.7 -0.204
F 1.43436 -4.80246 -0.71812 0.6 4.2 0.9 -0.299
C -0.72486 -2.54530 -1.87983 -0.2 -1.0 1.0 -0.722
C -1.25769 -1.24002 -1.04681 -2.0 0.0 -0.4 -0.565
F 0.90082 -2.86574 0.60629 2.6 -1.3 -3.3 -0.263
H -0.71908 3.14485 -0.98660 -0.3 -1.9 0.9 0.027
H -2.36333 -1.01747 -1.43841 2.2 -0.6 0.9 0.369
Ca 0.76987 4.66123 1.34383 0.2 -1.4 -0.2 1.706
F 3.66196 -1.70393 -1.02139 -1.5 -4.7 1.4 -0.214
H -1.22138 -2.66401 -2.95860 1.3 0.7 2.4 0.314
N -1.78784 2.35071 2.21660 2.1 -0.1 -0.1 0.114
C -1.60934 3.50196 3.19976 1.1 -0.5 0.0 -0.520
O 0.63450 2.44210 1.50126 -4.2 1.5 -0.3 -0.815
C 3.24597 -3.06059 -0.57889 2.3 0.0 1.3 0.533
C -1.82800 1.03199 2.99961 -0.2 -1.1 0.8 -0.679
H -2.22586 2.03568 -0.44703 2.4 0.6 0.0 0.320
```
Forces are in eV/Å.

The value obtained for the HOMO-LUMO gap is 4.077 eV. As for the charge: +1. The highest occupied orbital energy comes out at -10.93 eV. The molar mass comes out at 400.033 Da.